An isolated ion of composition C5H13N2 and charge +1 at a distorted geometry, computed with wB97M-V/def2-TZVPD.

Values from the calculation:
- orbital gap (eV) = 11.539
- E_HOMO (eV) = -14.65
- net charge = +1
- 2S+1 = 1
- LUMO level (eV) = -3.11

Last column: natural (NBO) charge in e.
Geometry (Å):
C -0.495 -0.986 1.752  -0.441
N -0.020 0.199 1.007  -0.414
C 1.500 0.275 0.646  -0.200
C 1.236 0.726 -0.699  -0.466
C -0.320 0.239 -0.624  0.362
C -0.646 -0.975 -1.499  -0.655
N -1.148 1.256 -1.031  -0.795
H -0.346 -1.896 1.103  0.241
H 0.145 -1.003 2.673  0.239
H -1.609 -0.884 2.106  0.250
H -0.315 1.165 1.381  0.439
H 1.956 -0.726 0.721  0.230
H 2.067 0.917 1.302  0.236
H 1.385 1.824 -0.960  0.237
H 1.951 0.271 -1.317  0.245
H -1.429 -1.484 -0.961  0.223
H 0.173 -1.619 -1.876  0.253
H -1.131 -0.484 -2.298  0.269
H -0.894 2.145 -0.683  0.373
H -2.058 1.042 -0.744  0.372

---

An isolated ion of composition C5H13N2 and charge +1 at a distorted geometry, computed with wB97M-V/def2-TZVPD.

Values from the calculation:
- orbital gap (eV) = 11.554
- E_HOMO (eV) = -14.46
- net charge = +1
- 2S+1 = 1
- LUMO level (eV) = -2.91

Last column: natural (NBO) charge in e.
Geometry (Å):
C -0.039 1.791 -1.508  -0.623
C -0.737 0.428 -1.456  -0.250
N -0.015 -0.593 -0.755  -0.211
C 1.421 -0.424 -0.035  -0.030
N 0.093 -0.640 0.638  -0.081
C -0.212 -2.032 1.086  -0.404
C -0.212 0.428 1.613  -0.441
H 0.957 1.471 -1.919  0.213
H -0.688 2.235 -2.316  0.252
H 0.027 2.322 -0.626  0.201
H -1.692 0.527 -0.937  0.217
H -0.856 0.117 -2.483  0.243
H 2.029 -1.177 -0.226  0.224
H 1.707 0.568 0.036  0.216
H -1.297 -2.012 0.830  0.241
H 0.213 -2.765 0.441  0.245
H 0.183 -2.240 2.096  0.239
H 0.180 1.346 1.060  0.234
H -1.334 0.555 1.903  0.260
H 0.274 0.095 2.557  0.256

---

An isolated ion of composition C5H13N2 and charge +1 at a distorted geometry, computed with wB97M-V/def2-TZVPD.

Values from the calculation:
- orbital gap (eV) = 6.105
- E_HOMO (eV) = -13.42
- net charge = +1
- 2S+1 = 1
- LUMO level (eV) = -7.32

Last column: natural (NBO) charge in e.
Geometry (Å):
C 1.452 1.270 1.680  -0.635
C 1.069 0.809 0.227  0.024
C 0.172 -0.484 0.206  -0.573
C -0.511 -0.619 -1.080  0.396
C -2.027 -0.538 -0.912  -0.348
N -2.705 -1.642 -0.313  -0.710
N 2.230 0.627 -0.606  -0.838
H 2.179 0.623 2.103  0.239
H 2.068 2.327 1.859  0.256
H 0.540 1.461 2.224  0.229
H 0.305 1.491 -0.345  0.161
H 0.841 -1.365 0.567  0.315
H -0.523 -0.249 0.977  0.245
H -0.028 -1.159 -1.893  0.227
H -2.295 0.329 -0.280  0.244
H -2.639 -1.945 0.594  0.393
H -2.549 -2.460 -0.964  0.378
H 1.994 0.475 -1.546  0.356
H -2.522 -0.398 -1.924  0.235
H 2.951 1.445 -0.575  0.406

---

A 2-piece molecular cluster, C5H13N2 overall, computed with wB97M-V/def2-TZVPD.

Values from the calculation:
- orbital gap (eV) = 10.215
- E_HOMO (eV) = -13.19
- net charge = +1
- 2S+1 = 1
- LUMO level (eV) = -2.97

Last column: natural (NBO) charge in e.
Geometry (Å):
C -1.539 -0.823 -1.258  -0.662
C -0.153 -0.525 -1.723  0.140
C 0.469 -1.053 -2.756  -0.360
N 0.549 0.502 -0.926  -0.738
H -1.968 -1.595 -1.888  0.258
H -1.530 -1.198 -0.232  0.225
H -2.188 0.051 -1.298  0.237
H 1.482 -0.779 -3.017  0.215
H -0.055 -1.778 -3.362  0.241
H -0.045 1.323 -0.799  0.429
H 1.372 0.815 -1.439  0.430
H 0.860 0.197 0.094  0.459
C -0.574 1.285 2.645  -0.440
C 0.678 0.968 2.370  -0.038
N 1.025 -0.223 1.658  -0.848
H -1.360 0.556 2.473  0.198
H -0.848 2.212 3.116  0.236
H 1.523 1.594 2.616  0.216
H 0.355 -0.969 1.810  0.396
H 1.947 -0.560 1.916  0.406